{"formula": "C31H28BrN4O2V", "method": "the ωB97M-V functional and the def2-TZVPD basis", "relative_energy_kcal_mol": 0.00, "total_charge": 2, "multiplicity": 3, "orbital_gap_ev": [6.90, 6.89], "e_homo_ev": [-13.646, -13.647], "species": ["V", "O", "C", "O", "C", "C", "C", "C", "C", "C", "C", "C", "C", "N", "H", "H", "H", "H", "H", "H", "Br", "C", "C", "C", "C", "C", "C", "N", "C", "C", "C", "C", "C", "C", "N", "H", "H", "H", "H", "H", "H", "H", "H", "H", "C", "N", "C", "C", "C", "C", "C", "C", "C", "C", "H", "H", "H", "H", "H", "H", "H", "H", "H", "H", "H", "H", "H"], "coordinates": [[0.123, 0.225, -0.174], [-3.618, 0.196, 0.085], [-2.478, 0.566, 0.310], [-1.528, -0.131, 0.839], [-2.058, 1.961, -0.133], [-3.012, 2.950, -0.365], [-2.575, 4.195, -0.731], [-1.195, 4.454, -0.848], [-0.700, 5.738, -1.183], [0.642, 5.963, -1.246], [1.547, 4.916, -0.964], [1.101, 3.664, -0.649], [-0.282, 3.400, -0.598], [-0.746, 2.145, -0.277], [-4.056, 2.710, -0.226], [-3.280, 4.998, -0.913], [-1.408, 6.534, -1.376], [1.021, 6.944, -1.496], [2.610, 5.114, -0.993], [1.798, 2.873, -0.418], [2.886, 1.287, -7.065], [2.657, 1.056, -5.215], [3.575, 0.303, -4.496], [3.403, 0.135, -3.133], [2.319, 0.723, -2.489], [1.387, 1.446, -3.224], [1.559, 1.626, -4.584], [2.095, 0.556, -1.093], [3.072, 0.408, -0.286], [2.782, 0.088, 1.117], [3.760, -0.090, 2.071], [3.374, -0.432, 3.365], [2.031, -0.590, 3.654], [1.100, -0.402, 2.641], [1.471, -0.073, 1.402], [4.410, -0.161, -5.001], [4.096, -0.493, -2.587], [0.534, 1.890, -2.727], [0.849, 2.206, -5.157], [4.109, 0.486, -0.606], [4.802, 0.035, 1.812], [4.120, -0.577, 4.135], [1.696, -0.858, 4.645], [0.037, -0.519, 2.810], [-4.549, -0.115, -2.889], [-3.466, -1.025, -2.421], [-3.843, -2.447, -2.647], [-2.147, -0.624, -3.055], [-0.992, -1.509, -2.676], [-0.792, -2.667, -3.430], [0.183, -3.591, -3.092], [0.979, -3.359, -1.983], [0.829, -2.174, -1.273], [-0.133, -1.219, -1.611], [-5.462, -0.350, -2.349], [-4.694, -0.260, -3.957], [-4.260, 0.912, -2.680], [-3.403, -0.872, -1.401], [-3.916, -2.629, -3.717], [-4.807, -2.620, -2.177], [-3.094, -3.097, -2.206], [-1.982, 0.415, -2.761], [-2.324, -0.648, -4.131], [-1.415, -2.851, -4.298], [0.319, -4.482, -3.689], [1.732, -4.079, -1.689], [1.510, -2.007, -0.439]], "atomic_forces_ev_per_a": [[0.0, -0.2, 0.3], [0.0, -0.1, 0.0], [0.0, 0.1, 0.0], [0.1, 0.1, -0.3], [0.1, 0.0, 0.0], [0.0, 0.0, 0.0], [0.0, 0.0, 0.0], [0.0, 0.0, 0.0], [0.0, 0.0, 0.0], [0.0, 0.0, 0.0], [0.0, 0.0, 0.0], [0.0, 0.0, 0.0], [0.0, 0.0, 0.0], [0.0, -0.1, 0.0], [0.0, 0.0, 0.0], [0.0, 0.0, 0.0], [0.0, 0.0, 0.0], [0.0, 0.0, 0.0], [0.0, 0.0, 0.0], [0.0, 0.0, 0.0], [0.0, 0.0, 0.0], [0.0, 0.0, 0.0], [0.0, 0.0, 0.0], [0.0, 0.0, 0.0], [0.0, 0.0, 0.0], [0.0, 0.0, 0.0], [0.0, 0.0, 0.0], [-0.1, 0.0, 0.0], [0.1, 0.0, 0.0], [0.0, 0.0, 0.0], [0.0, 0.0, 0.0], [0.0, 0.0, 0.0], [0.0, 0.0, 0.0], [0.0, 0.0, 0.0], [-0.1, 0.1, -0.1], [0.0, 0.0, 0.0], [0.0, 0.0, 0.0], [0.0, 0.0, 0.0], [0.0, 0.0, 0.0], [0.0, 0.0, 0.0], [0.0, 0.0, 0.0], [0.0, 0.0, 0.0], [0.0, 0.0, 0.0], [0.0, 0.0, 0.0], [0.0, 0.0, 0.0], [0.0, 0.0, 0.0], [0.0, 0.0, 0.0], [0.0, 0.0, 0.0], [0.0, -0.1, 0.0], [0.0, 0.0, 0.0], [0.0, 0.0, 0.0], [0.0, 0.0, 0.0], [0.0, 0.0, 0.0], [0.0, 0.1, 0.0], [0.0, 0.0, 0.0], [0.0, 0.0, 0.0], [0.0, 0.0, 0.0], [0.0, 0.0, 0.0], [0.0, 0.0, 0.0], [0.0, 0.0, 0.0], [0.0, 0.0, 0.0], [0.0, 0.0, 0.0], [0.0, 0.0, 0.0], [0.0, 0.0, 0.0], [0.0, 0.0, 0.0], [0.0, 0.0, 0.0], [0.0, 0.0, 0.0]]}

=====

{"formula": "C16H14N2O2", "method": "the ωB97M-V functional and the def2-TZVPD basis", "relative_energy_kcal_mol": 58.92, "smiles": "N[NH2+][C@@H](C1=C([O-])c2ccccc2C1=O)c1ccccc1", "orbital_gap_ev": 7.99, "e_homo_ev": -7.600, "species": ["N", "N", "C", "C", "C", "O", "C", "C", "C", "C", "C", "C", "C", "O", "C", "C", "C", "C", "C", "C", "H", "H", "H", "H", "H", "H", "H", "H", "H", "H", "H", "H", "H", "H"], "coordinates": [[0.942, -2.933, -1.926], [0.707, -2.105, -0.755], [-0.150, -0.942, -0.955], [-0.385, -0.369, 0.395], [-0.327, 1.010, 0.857], [0.001, 2.024, 0.236], [-0.686, 0.934, 2.307], [-0.705, 1.929, 3.279], [-1.099, 1.588, 4.579], [-1.421, 0.252, 4.906], [-1.316, -0.759, 3.947], [-0.951, -0.402, 2.654], [-0.672, -1.259, 1.486], [-0.569, -2.513, 1.481], [0.391, -0.009, -2.018], [1.538, 0.745, -1.790], [1.910, 1.700, -2.736], [1.177, 1.856, -3.918], [0.071, 1.034, -4.168], [-0.328, 0.098, -3.215], [0.025, -3.323, -2.162], [1.192, -2.290, -2.683], [0.282, -2.694, 0.013], [1.627, -1.807, -0.417], [-1.088, -1.378, -1.321], [-0.413, 2.945, 3.014], [-1.161, 2.359, 5.350], [-1.748, 0.003, 5.917], [-1.517, -1.809, 4.163], [2.120, 0.599, -0.877], [2.770, 2.334, -2.527], [1.475, 2.610, -4.649], [-0.493, 1.120, -5.098], [-1.198, -0.548, -3.370]], "atomic_forces_ev_per_a": [[-0.3, 0.2, 0.2], [1.5, -1.5, -0.8], [-1.1, 1.1, 0.0], [0.0, -0.2, 0.7], [0.5, -0.2, -1.1], [-0.4, -0.6, 0.7], [-0.2, -0.1, 1.2], [-0.1, -0.2, -0.3], [-0.2, -0.7, 0.2], [0.1, 0.7, -0.1], [0.1, 0.0, -0.5], [-0.1, 0.7, 1.1], [0.7, 0.5, -1.3], [-0.4, 0.2, -0.1], [-0.3, -0.4, 0.0], [-0.1, 0.1, -0.5], [0.0, -0.2, 0.0], [-0.1, -0.2, 0.2], [0.1, 0.0, 0.0], [0.4, 0.3, 0.2], [0.3, 0.1, 0.0], [-0.1, -0.1, 0.2], [-0.2, 0.3, 0.4], [-0.2, 0.0, 0.1], [0.0, -0.1, -0.2], [-0.2, -0.2, 0.1], [0.0, -0.2, -0.2], [0.1, 0.1, -0.2], [0.0, 0.3, 0.1], [-0.3, 0.3, -0.2], [-0.2, -0.1, -0.2], [-0.1, -0.2, 0.2], [0.2, 0.1, 0.2], [0.3, 0.4, 0.0]]}